# 1
A single C4H8 molecule, computed with ωB97M-V with the def2-TZVPD basis set.

XYZ file:
```
12
C4H8 ωB97M-V with the def2-TZVPD basis set
C -2.056 0.026 -0.079
C -0.785 -0.460 0.216
C 0.359 0.537 0.201
C 1.649 -0.183 -0.114
H -2.262 1.147 -0.411
H -2.904 -0.646 -0.222
H -0.534 -1.629 0.272
H 0.267 0.792 1.334
H 0.098 1.459 -0.446
H 1.677 -0.714 -1.170
H 2.073 -1.011 0.550
H 2.417 0.682 -0.131
```

relative energy (zero: lowest compared OMol25 entry of this formula, charge and spin): 35.6 kcal per mole
frontier orbital gap: 10.461 eV
highest occupied orbital energy: -0.3368 Eh
E_LUMO: 1.295 eV
total charge: 0

# 2
A single C4H8 molecule, computed with ωB97M-V with the def2-TZVPD basis set.

XYZ file:
```
12
C4H8 ωB97M-V with the def2-TZVPD basis set
C -0.223 1.405 0.030
C 0.003 0.111 0.028
C -1.217 -0.814 -0.012
C 1.404 -0.502 -0.010
H -1.211 1.943 -0.155
H 0.647 2.052 0.036
H -1.818 -0.700 -0.903
H -0.913 -1.839 0.011
H -1.921 -0.686 0.884
H 1.481 -1.585 -0.343
H 2.018 0.158 -0.781
H 1.920 -0.546 1.028
```

relative energy (zero: lowest compared OMol25 entry of this formula, charge and spin): 16.1 kcal per mole
frontier orbital gap: 10.405 eV
highest occupied orbital energy: -0.3408 Eh
E_LUMO: 1.131 eV
total charge: 0

# 3
C4H8 as an isolated structure, computed with ωB97M-V with the def2-TZVPD basis set.

XYZ file:
```
12
C4H8 ωB97M-V with the def2-TZVPD basis set
C 0.806 0.028 -1.092
C 0.114 0.023 0.189
C -1.395 -0.330 0.080
C 0.770 0.326 1.301
H 1.492 -0.856 -1.136
H 0.156 0.092 -1.965
H 1.308 0.936 -1.135
H -1.883 0.427 -1.057
H -1.742 -1.625 -0.040
H -1.847 0.212 1.163
H 1.937 0.368 1.406
H 0.283 0.396 2.287
```

relative energy (zero: lowest compared OMol25 entry of this formula, charge and spin): 71.6 kcal per mole
frontier orbital gap: 10.172 eV
highest occupied orbital energy: -0.3393 Eh
E_LUMO: 0.940 eV
total charge: 0

# 4
A 2-piece molecular cluster, C4H8 overall, computed with ωB97M-V with the def2-TZVPD basis set.

XYZ file:
```
12
C4H8 ωB97M-V with the def2-TZVPD basis set
C 4.235 1.091 1.473
C 3.660 1.049 2.693
H 5.318 1.253 1.486
H 3.760 0.900 0.503
H 4.277 1.243 3.577
H 2.612 0.771 2.853
C 3.825 -2.274 5.044
C 2.802 -2.906 5.640
H 4.488 -1.638 5.641
H 4.071 -2.415 3.985
H 2.602 -2.805 6.713
H 2.145 -3.562 5.058
```

relative energy (zero: lowest compared OMol25 entry of this formula, charge and spin): 34.3 kcal per mole
frontier orbital gap: 11.293 eV
highest occupied orbital energy: -0.3690 Eh
E_LUMO: 1.251 eV
total charge: 0

# 5
C4H8AlINOSi2 as an isolated structure, computed with ωB97M-V with the def2-TZVPD basis set.

XYZ file:
```
18
C4H8AlINOSi2 ωB97M-V with the def2-TZVPD basis set
C 4.442 -0.521 0.928
C 3.536 0.048 0.372
Si 2.073 0.793 -0.200
I 2.091 3.115 0.479
O 0.716 0.028 0.382
Si -0.604 -0.272 -0.567
C -2.066 -0.877 0.416
C -2.871 0.335 1.011
N -3.714 0.953 0.367
H 5.179 -1.056 1.494
H 2.047 0.705 -1.747
H -0.238 -1.427 -1.572
H -0.868 0.906 -1.415
H -2.736 -1.436 -0.231
H -1.767 -1.549 1.216
H -2.696 0.597 2.058
H -3.937 0.773 -0.616
Al 1.414 -1.114 -2.374
```

frontier orbital gap: 2.859 eV
highest occupied orbital energy: -0.7439 Eh
E_LUMO: -17.383 eV
total charge: +3

# 6
C4H8AsCl8F6NiO8P2Y2 as an isolated structure, computed with ωB97M-V with the def2-TZVPD basis set.

XYZ file:
```
40
C4H8AsCl8F6NiO8P2Y2 ωB97M-V with the def2-TZVPD basis set
Y 2.472 -0.805 0.889
Y -0.123 -3.314 -1.132
Ni -0.434 -2.182 2.321
P 2.173 -3.810 1.262
O 3.234 -4.568 2.042
O 1.423 -2.643 1.986
O 1.354 -4.322 0.057
O 3.288 -2.912 0.618
P 0.079 -0.432 -0.444
O -0.761 -1.227 -1.456
O 1.334 0.485 -0.569
O 1.103 -1.609 -0.559
O -0.029 -0.751 1.063
As 0.796 0.650 4.180
F 2.016 -0.011 5.202
F 1.908 0.404 2.741
F -0.403 1.261 3.071
F -0.323 0.789 5.468
F 1.444 2.228 4.366
F 0.248 -1.009 3.832
C -3.343 0.498 1.573
Cl -2.667 -0.836 2.495
Cl -3.598 -0.019 -0.107
H -4.270 0.867 1.999
H -2.625 1.315 1.572
C 1.425 -0.403 -4.174
Cl 0.578 -1.619 -5.145
Cl 2.002 0.892 -5.228
H 0.775 -0.085 -3.367
H 2.305 -0.881 -3.753
C -2.702 1.149 -3.347
Cl -4.349 1.822 -3.186
Cl -2.537 0.082 -4.725
H -2.017 1.983 -3.451
H -2.463 0.596 -2.451
C 0.653 3.704 -0.832
Cl -1.016 3.343 -1.229
Cl 0.847 3.922 0.913
H 1.229 2.844 -1.156
H 0.974 4.605 -1.341
```

2S+1: 3
relative energy (zero: lowest compared OMol25 entry of this formula, charge and spin): 33.2 kcal per mole
frontier orbital gap (alpha / beta): 7.235 / 4.665 eV
highest occupied orbital energy (alpha / beta): -0.4791 / -0.4155 Eh
E_LUMO (alpha / beta): -5.804 / -6.641 eV
total charge: +1

# 7
A 2-piece molecular cluster, C4H8BFN2O6 overall, computed with ωB97M-V with the def2-TZVPD basis set.

XYZ file:
```
22
C4H8BFN2O6 ωB97M-V with the def2-TZVPD basis set
O 4.044 -1.122 1.488
C 2.786 -0.859 1.114
O 1.509 -1.523 1.512
C 0.791 -0.370 2.149
C 1.069 0.710 0.903
F 0.068 0.619 -0.192
B 1.538 2.220 1.383
O 1.962 3.193 0.356
O 1.490 2.484 2.854
O 2.311 0.238 0.207
H -0.373 -0.506 2.330
H 1.467 -0.147 3.104
H 1.249 3.193 -0.367
H 2.218 1.919 3.250
N -1.868 -0.675 -2.086
C -2.813 -1.629 -2.157
N -3.625 -1.534 -3.225
O -2.925 -2.511 -1.319
H -1.761 0.059 -2.766
H -1.236 -0.710 -1.297
H -4.351 -2.233 -3.316
H -3.549 -0.816 -3.925
```

relative energy (zero: lowest compared OMol25 entry of this formula, charge and spin): 46.2 kcal per mole
frontier orbital gap: 9.596 eV
highest occupied orbital energy: -0.3632 Eh
E_LUMO: -0.287 eV
total charge: 0

# 8
C4H8Br4ClNi as an isolated structure, computed with ωB97M-V with the def2-TZVPD basis set.

XYZ file:
```
18
C4H8Br4ClNi ωB97M-V with the def2-TZVPD basis set
Ni -24.204 -21.645 9.707
Cl -26.405 -22.480 9.379
Br -26.036 -27.197 6.403
C -25.279 -26.427 8.055
C -26.361 -26.192 9.061
Br -27.354 -27.842 9.210
H -24.859 -25.481 7.713
H -24.571 -27.153 8.454
H -26.955 -25.335 8.743
H -26.108 -25.915 10.084
Br -29.269 -20.250 7.031
C -30.507 -20.517 8.611
C -30.104 -21.698 9.446
Br -31.417 -21.829 10.982
H -31.549 -20.545 8.289
H -30.541 -19.607 9.210
H -29.146 -21.465 9.909
H -30.087 -22.679 8.971
```

2S+1: 3
relative energy (zero: lowest compared OMol25 entry of this formula, charge and spin): 21.9 kcal per mole
frontier orbital gap (alpha / beta): 7.690 / 2.563 eV
highest occupied orbital energy (alpha / beta): -0.4411 / -0.4411 Eh
E_LUMO (alpha / beta): -4.313 / -9.439 eV
total charge: +1

Per-record total energy, hartree: -157.127195, -157.158311, -157.069776, -157.129358, -1404.965246, -9543.487666, -842.885594, -12421.358602